(1)
Formula: C45H52GeMnN4OPSSbSe
Source: OMol25
Level of theory: the ωB97M-V functional and the def2-TZVPD basis

Values from the calculation:
Net charge ... +1
LUMO energy (spin up / spin down) ... -4.7 / -3.5 eV
Multiplicity ... 5
Gap between HOMO and LUMO (spin up / spin down) ... 5.361 / 6.793 eV

Positions of all 108 atoms, in Å:
1 Mn -0.9046 -21.1129 -2.3800
2 O -2.2334 -25.3720 0.0905
3 S -2.9014 -26.6650 -0.1951
4 C -4.4879 -26.6812 0.6496
5 C -5.3399 -27.7494 0.3447
6 C -6.5742 -27.8302 1.0096
7 C -6.8147 -26.9660 2.0924
8 C -5.9357 -25.8646 2.3890
9 C -4.7719 -25.7077 1.6021
10 C -3.4989 -26.6896 -1.8720
11 C -3.8132 -27.9234 -2.4781
12 C -4.4639 -27.9347 -3.7238
13 C -4.7399 -26.7414 -4.3831
14 C -4.3021 -25.5595 -3.8475
15 C -3.7234 -25.5002 -2.5842
16 H -4.9437 -28.4372 -0.4115
17 H -7.3568 -28.5754 0.8077
18 H -7.7203 -27.0568 2.6621
19 H -6.1338 -25.1873 3.2349
20 H -4.0976 -24.8870 1.7515
21 H -3.4785 -28.8611 -1.9708
22 H -4.8462 -28.9119 -4.1260
23 H -5.3290 -26.7584 -5.3160
24 H -4.3821 -24.6257 -4.3814
25 H -3.4478 -24.5077 -2.2429
26 C 2.3297 -25.0147 -0.7704
27 N 2.3347 -23.7620 0.0886
28 C 3.5949 -23.0621 -0.1720
29 N 3.7737 -22.6401 -1.6222
30 C 3.6948 -23.8427 -2.4151
31 N 2.5272 -24.6702 -2.1698
32 C 1.3465 -24.0783 -2.7435
33 P 1.1055 -22.3644 -1.8571
34 C 1.1519 -22.8987 -0.1263
35 C 2.8344 -21.6146 -1.9603
36 H 1.3223 -25.4340 -0.6930
37 H 3.0668 -25.7889 -0.4514
38 H 4.4054 -23.7299 0.1589
39 H 3.5897 -22.1473 0.4081
40 H 4.6113 -24.4542 -2.2170
41 H 3.6989 -23.5012 -3.4872
42 H 0.4563 -24.6934 -2.5325
43 H 1.4723 -24.0006 -3.8414
44 H 0.2023 -23.4315 0.0444
45 H 1.1663 -21.9995 0.5645
46 H 2.8030 -20.7846 -1.2728
47 H 3.0141 -21.2038 -2.9828
48 C 3.6253 -17.0043 0.3510
49 C 2.8135 -16.6442 -0.7075
50 C 1.6760 -17.3430 -1.0589
51 C 1.2250 -18.3486 -0.2338
52 C 1.8623 -18.6115 0.9513
53 C 3.0897 -17.9456 1.2296
54 Sb -0.8516 -19.0004 -0.6690
55 C -2.0938 -19.0472 1.1702
56 C -1.6430 -19.5771 2.3709
57 C -2.5245 -19.9667 3.3870
58 C -3.8612 -19.7285 3.1917
59 C -4.3387 -19.1789 2.0022
60 C -3.4445 -18.8033 1.0209
61 C -1.6875 -17.1781 -1.4734
62 C -1.8030 -16.9450 -2.8359
63 C -2.1713 -15.6611 -3.2615
64 C -2.2466 -14.6328 -2.3329
65 C -2.0812 -14.8786 -0.9704
66 C -1.8072 -16.1845 -0.5386
67 H 4.5942 -16.5707 0.4914
68 H 3.0976 -15.8531 -1.3759
69 H 1.1765 -17.1119 -1.9954
70 H 1.4739 -19.2682 1.6600
71 H 3.6187 -18.1773 2.1545
72 H -0.5374 -19.7870 2.4856
73 H -2.1131 -20.4947 4.2647
74 H -4.5150 -19.9371 4.0158
75 H -5.3746 -19.1134 1.8138
76 H -3.8862 -18.2708 0.1015
77 H -1.5303 -17.7226 -3.5586
78 H -2.2596 -15.4910 -4.3457
79 H -2.4119 -13.6501 -2.6188
80 H -2.2165 -14.1273 -0.1974
81 H -1.5728 -16.3933 0.5170
82 Se -2.8417 -21.6990 -1.0535
83 C -4.2063 -20.9846 -2.1655
84 C -3.8738 -20.3764 -3.4132
85 C -4.9105 -19.7514 -4.0876
86 N -6.1034 -19.6017 -3.5857
87 C -6.4908 -20.3201 -2.5395
88 C -5.5624 -21.0943 -1.8305
89 H -2.7940 -20.2669 -3.6116
90 H -4.7681 -19.3330 -5.0989
91 H -7.5271 -20.2999 -2.1988
92 H -5.8514 -21.6214 -0.9237
93 C -1.2322 -22.9302 -7.3202
94 Ge -1.0435 -21.7485 -5.8070
95 C -1.9656 -20.1086 -6.4708
96 C 0.8841 -21.2600 -5.7651
97 C -1.3004 -22.4385 -3.9616
98 H -1.2598 -22.3943 -8.2815
99 H -2.1736 -23.4571 -7.1507
100 H -0.4355 -23.7455 -7.4098
101 H -2.9689 -20.3296 -6.8482
102 H -1.3085 -19.8451 -7.3855
103 H -2.0277 -19.2274 -5.7948
104 H 1.3472 -21.2039 -6.7875
105 H 1.3596 -22.0182 -5.1446
106 H 0.9549 -20.2816 -5.2829
107 H -0.8991 -23.4641 -4.0563
108 H -2.3948 -22.6206 -3.7688

=====

(2)
Formula: C36H37N4O2S2V
Source: OMol25
Level of theory: the ωB97M-V functional and the def2-TZVPD basis

Values from the calculation:
Net charge ... -1
LUMO energy (spin up / spin down) ... 2.1 / 2.6 eV
Multiplicity ... 2
Gap between HOMO and LUMO (spin up / spin down) ... 6.106 / 6.554 eV

Positions of all 82 atoms, in Å:
1 V -0.6170 -0.0434 -0.1289
2 C 3.0599 -2.5806 0.7686
3 C 2.0104 -2.9104 1.8249
4 C 0.7200 -2.0890 1.7567
5 N 0.1287 -1.9288 0.4305
6 C -0.2459 -2.9725 -0.2567
7 C -0.2648 -4.2990 0.2522
8 C -0.2294 -5.4992 -0.4212
9 C -0.1943 -5.7543 -1.7878
10 C -0.4396 -4.8085 -2.7739
11 C -0.8151 -3.4823 -2.6815
12 C -0.8646 -2.6173 -1.5566
13 N -1.3722 -1.4149 -1.5499
14 C -2.1802 -0.9710 -2.6709
15 C -1.3508 -0.1811 -3.6780
16 C -0.6294 1.0084 -3.0460
17 N 0.2643 0.6696 -1.9314
18 C 1.5660 0.7965 -2.2009
19 C 2.1134 0.7520 -3.4853
20 C 3.3687 1.1823 -3.9575
21 C 4.3285 1.9469 -3.3602
22 C 4.2580 2.4037 -2.0148
23 C 3.4650 1.9598 -1.0157
24 C 2.4875 0.8677 -1.0377
25 N 2.2629 0.0317 -0.1025
26 C 3.1385 -0.0151 1.0489
27 C 3.8997 -1.3440 1.0694
28 H 2.5665 -2.4406 -0.1962
29 H 3.7304 -3.4378 0.6616
30 H 2.4259 -2.7433 2.8260
31 H 1.7777 -3.9737 1.7575
32 H 0.9236 -1.0846 2.1142
33 H -0.0276 -2.5137 2.4402
34 H -0.2801 -4.3554 1.3326
35 H -0.1844 -6.3736 0.2230
36 H -0.0082 -6.7716 -2.1051
37 H -0.3865 -5.1798 -3.7942
38 H -1.0379 -3.0058 -3.6270
39 H -2.9632 -0.3196 -2.2735
40 H -2.6653 -1.8327 -3.1410
41 H -2.0209 0.2049 -4.4542
42 H -0.6221 -0.8401 -4.1622
43 H -1.3803 1.7143 -2.6845
44 H -0.0526 1.5304 -3.8129
45 H 1.4812 0.2912 -4.2356
46 H 3.5566 0.9259 -4.9980
47 H 5.1665 2.2756 -3.9620
48 H 4.9556 3.1908 -1.7383
49 H 3.5560 2.4500 -0.0550
50 H 2.5277 0.0942 1.9501
51 H 3.8745 0.7945 1.0734
52 H 4.3851 -1.4531 2.0467
53 H 4.6958 -1.2794 0.3208
54 S -2.3556 1.5978 -0.4583
55 C -3.7143 1.2321 0.5941
56 C -4.8193 2.0825 0.6251
57 C -5.9073 1.8088 1.4362
58 C -5.9009 0.6665 2.2319
59 C -4.8090 -0.1837 2.2040
60 C -3.7076 0.0862 1.3911
61 S -2.3310 -0.9998 1.3449
62 H -4.8128 2.9694 0.0029
63 H -6.7570 2.4793 1.4449
64 H -6.7452 0.4409 2.8711
65 H -4.7957 -1.0742 2.8200
66 C -0.3251 5.2525 0.9211
67 C 0.2047 3.8360 0.9881
68 O 0.7935 3.3618 0.0463
69 C -0.0312 3.0714 2.2592
70 C -0.2195 3.7686 3.4549
71 C -0.5227 3.1185 4.6389
72 C -0.7003 1.7368 4.6267
73 C -0.5255 1.0188 3.4568
74 C -0.1485 1.6820 2.2889
75 O 0.0325 0.9592 1.1807
76 H -0.3668 5.5375 -0.1269
77 H 0.3555 5.9312 1.4399
78 H -1.3089 5.3457 1.3792
79 H -0.1102 4.8460 3.4520
80 H -0.6428 3.6847 5.5528
81 H -0.9882 1.2148 5.5307
82 H -0.7026 -0.0455 3.4027

=====

(3)
Formula: C19H22O5S
Source: OMol25
Level of theory: the ωB97M-V functional and the def2-TZVPD basis

Values from the calculation:
Net charge ... 0
SMILES ... CCO[C@@H]1OC(C(=O)O)=C[C@H](c2csc3ccccc23)[C@H]1CCCO
LUMO energy ... 0.7 eV
Gap between HOMO and LUMO ... 8.777 eV

Positions of all 47 atoms, in Å:
1 C 1.2633 3.2983 -1.7520
2 C -0.1096 3.0266 -1.1461
3 O -0.3056 1.6809 -0.7419
4 C 0.2207 1.3222 0.4983
5 O 1.6329 1.3224 0.4913
6 C 2.2223 0.2445 -0.0958
7 C 3.6586 0.4219 -0.4090
8 O 4.3684 -0.4504 -0.8460
9 O 4.1000 1.6586 -0.1632
10 C 1.6026 -0.9096 -0.3612
11 C 0.1581 -1.1349 -0.0626
12 C -0.6386 -1.2037 -1.3409
13 C -0.2199 -0.7421 -2.5398
14 S -1.3809 -0.9176 -3.8079
15 C -2.5065 -1.6523 -2.7032
16 C -3.7804 -2.1130 -2.9992
17 C -4.5271 -2.6741 -1.9845
18 C -4.0089 -2.7774 -0.6941
19 C -2.7438 -2.3202 -0.3999
20 C -1.9667 -1.7430 -1.4063
21 C -0.4021 -0.0332 0.8654
22 C -0.3070 -0.3870 2.3562
23 C 1.0863 -0.6635 2.9347
24 C 1.7374 0.5899 3.5290
25 O 0.9499 1.1794 4.5379
26 H 1.2948 4.3177 -2.1280
27 H 1.4453 2.6133 -2.5770
28 H 2.0461 3.1706 -1.0091
29 H -0.2833 3.6934 -0.2898
30 H -0.8890 3.1982 -1.8939
31 H -0.0363 2.0829 1.2567
32 H 5.0439 1.7219 -0.3787
33 H 2.1611 -1.6999 -0.8361
34 H 0.0517 -2.1030 0.4427
35 H 0.7238 -0.2893 -2.7714
36 H -4.1697 -2.0306 -4.0020
37 H -5.5219 -3.0389 -2.1906
38 H -4.6110 -3.2237 0.0834
39 H -2.3511 -2.4079 0.6020
40 H -1.4678 0.0841 0.6407
41 H -0.7548 0.4265 2.9330
42 H -0.9297 -1.2723 2.5083
43 H 1.7510 -1.0863 2.1823
44 H 0.9860 -1.4012 3.7376
45 H 2.7309 0.3280 3.9217
46 H 1.8621 1.3601 2.7682
47 H 0.8143 0.5336 5.2408

=====

Values for energy, eV, ordered as above
-235349.361 -95348.500 -41132.818